[1]
The following is a DFT calculation (ωB97M-V/def2-TZVPD) of the ion C7H15N2 with charge +1 in a non-equilibrium geometry.

The calculation puts the energy above the lowest of the compared OMol25 structures with the same formula, charge and spin at 88.7 kcal/mol. The total charge is +1. The HOMO-LUMO gap comes out at 9.990 eV. The energy is -10472.451 eV. As for the LUMO energy: -3.01 eV. The largest force on an atom comes out at 4.4 eV/A.

Geometry (Å):
1 C 0.2352 0.0161 -1.8252
2 C 1.2227 -0.7684 -1.0018
3 C 0.4183 0.3705 1.0027
4 C -1.2659 0.6899 -0.2398
5 C -2.3732 -0.2801 0.1725
6 C -1.5111 2.1099 -0.0220
7 C 2.3251 -1.3140 1.0525
8 N -0.8953 0.3910 -1.5248
9 N 1.0434 -0.8775 0.4938
10 H 0.5127 0.0475 -2.9535
11 H 1.3075 -1.7152 -1.6204
12 H 2.2487 -0.4326 -1.1066
13 H 0.9449 1.2248 0.6698
14 H 0.2740 0.3567 2.0261
15 H -2.4941 -0.6192 1.2792
16 H -2.0429 -1.2520 -0.4211
17 H -3.2735 0.1763 -0.3849
18 H -1.8722 2.3843 1.0237
19 H -2.3352 2.6226 -0.5770
20 H -0.6734 2.8052 -0.2463
21 H 3.0154 -0.5227 0.9984
22 H 2.1380 -1.6131 2.0168
23 H 2.6468 -2.1867 0.5126
24 H 0.4039 -1.6134 0.6756

---

[2]
The following is a DFT calculation (ωB97M-V/def2-TZVPD) of a structure of composition C6H7MnN12O3.

The total charge is +1. The HOMO-LUMO gap (alpha / beta) comes out at 5.200 / 7.012 eV. The energy is -61664.486 eV. As for the LUMO energy (alpha / beta): -7.74 / -6.14 eV. The spin multiplicity is 2. Its expectation value of S² is 0.960. The largest force on an atom comes out at 0.8 eV/A.

Geometry (Å):
1 Mn 0.0312 -0.7600 -0.0406
2 N -2.4100 -1.0280 -2.2083
3 C -1.1684 -0.6749 -2.6573
4 N -0.8153 -0.4438 -3.8915
5 N 0.4825 -0.0652 -3.8242
6 N 0.9104 -0.0509 -2.6316
7 N -0.1147 -0.4433 -1.8239
8 C -2.7117 -1.1236 -0.8883
9 N -3.8694 -1.3506 -0.3351
10 N -3.6407 -1.2889 0.9999
11 N -2.4273 -1.0475 1.2712
12 N -1.7648 -0.9163 0.0842
13 H -3.1462 -1.1622 -2.8904
14 C 1.1272 0.2841 2.8949
15 C 0.8965 1.2276 1.7746
16 N 0.3967 0.9428 0.5587
17 C 0.3209 2.1307 -0.1684
18 C 0.7816 3.1222 0.6182
19 N 1.1327 2.5355 1.8190
20 H 0.7475 -0.7108 2.6679
21 H 0.6140 0.6371 3.7897
22 H 2.1934 0.2011 3.1102
23 H -0.0456 2.1642 -1.1773
24 H 0.8904 4.1771 0.4429
25 H 1.5087 3.0207 2.6200
26 O 2.9750 -3.2479 0.6758
27 N 2.6844 -2.4047 -0.0745
28 O 3.1706 -1.8241 -0.9635
29 O 1.2507 -1.9004 0.2477

---

[3]
The following is a DFT calculation (ωB97M-V/def2-TZVPD) of a cluster of 2 separate species, Br2H3N2P in total in a non-equilibrium geometry.

The calculation puts the energy above the lowest of the compared OMol25 structures with the same formula, charge and spin at 30.5 kcal/mol. The HOMO-LUMO gap comes out at 9.568 eV. The energy is -152401.445 eV. As for the LUMO energy: 0.10 eV. As for the structure (SMILES): [H]/N=N/[H].BrPBr. The largest force on an atom comes out at 3.3 eV/A.

Geometry (Å):
1 H -2.8973 0.2789 1.3612
2 N -2.6078 -0.6172 1.1242
3 N -2.0159 -0.5267 0.0527
4 H -1.6939 -1.4115 -0.1466
5 Br 0.7994 1.3777 0.1947
6 P 2.0657 0.2527 -1.2259
7 Br 3.5090 -0.6347 0.1876
8 H 2.8409 1.2808 -1.5480

---

[4]
The following is a DFT calculation (ωB97M-V/def2-TZVPD) of a cluster of 2 separate species, C4H10N3O in total in a non-equilibrium geometry.

The calculation puts the energy above the lowest of the compared OMol25 structures with the same formula, charge and spin at 12.6 kcal/mol. The total charge is +1. The HOMO-LUMO gap comes out at 8.688 eV. The energy is -10820.858 eV. As for the LUMO energy: -5.19 eV. The largest force on an atom comes out at 1.3 eV/A.

Geometry (Å):
1 C -1.0131 -0.7558 -1.5583
2 C -0.5093 -0.5041 -2.7547
3 C -0.5037 -1.6258 0.6451
4 N -0.1583 -1.2548 -0.5294
5 H -2.0540 -0.6926 -1.2813
6 H 0.5162 -0.6516 -3.0633
7 H -1.1890 -0.1228 -3.5036
8 H 0.1931 -2.2582 1.1835
9 H -1.4376 -1.3384 1.1086
10 H 0.8330 -1.3426 -0.7633
11 N -0.5491 1.2941 1.3590
12 C 0.7433 1.3554 0.8320
13 N 1.7294 1.2748 1.8145
14 O 0.9573 1.4302 -0.3548
15 H -0.5894 1.6993 2.2932
16 H -1.2379 1.7103 0.7513
17 H 1.6295 0.5129 2.4469
18 H 2.6396 1.2698 1.3747

---

[5]
The following is a DFT calculation (ωB97M-V/def2-TZVPD) of an isolated molecule of C6H12N2O in a non-equilibrium geometry.

The calculation puts the energy above the lowest of the compared OMol25 structures with the same formula, charge and spin at 106.2 kcal/mol. The HOMO-LUMO gap comes out at 6.600 eV. The energy is -11440.066 eV. As for the LUMO energy: 0.63 eV. The largest force on an atom comes out at 2.2 eV/A.

Geometry (Å):
1 C 0.7910 -0.1461 -1.3428
2 C -0.7907 -1.8613 -0.1817
3 C -0.8934 0.7485 0.2729
4 C -0.2400 -0.4739 -0.2983
5 C 1.3526 0.0665 -0.0044
6 N -1.6437 1.5767 -0.6200
7 N 0.3899 1.4760 0.6139
8 C 2.4849 -0.4040 0.5812
9 O -1.6243 0.5732 1.4643
10 H -1.5584 -0.3480 1.7465
11 H -2.3345 1.0235 -1.1091
12 H -2.1016 2.3171 -0.0979
13 H 0.5772 1.4941 1.6115
14 H 0.6378 2.2644 0.0151
15 H 0.6568 0.7012 -2.0155
16 H 1.1975 -1.0137 -1.8508
17 H 0.0176 -2.6000 -0.2165
18 H -1.5058 -2.0945 -0.9810
19 H -1.3064 -2.0317 0.7671
20 H 2.7119 -0.2605 1.6311
21 H 3.1814 -1.0074 0.0142

---

[6]
The following is a DFT calculation (ωB97M-V/def2-TZVPD) of a structure of composition C35H27Cl5NO7P2Rb in a non-equilibrium geometry.

The calculation puts the energy above the lowest of the compared OMol25 structures with the same formula, charge and spin at 37.0 kcal/mol. The total charge is -2. The HOMO-LUMO gap comes out at 6.667 eV. The energy is -134401.197 eV. As for the LUMO energy: 3.86 eV. The largest force on an atom comes out at 1.8 eV/A.

Geometry (Å):
1 Rb -2.0675 -1.3650 0.8781
2 O 1.9872 -2.7827 -1.8861
3 C 1.2002 -2.6870 -0.8041
4 O 0.2365 -1.9632 -0.7126
5 C 1.7515 -3.5504 0.3027
6 O 0.9944 -3.5100 1.4654
7 C -0.2125 -4.2884 1.3437
8 C -1.3543 -3.6835 2.1631
9 O -1.0549 -3.1076 3.2386
10 O -2.4940 -3.7652 1.6242
11 H 1.5260 -2.3129 -2.5907
12 H 2.7358 -3.1344 0.5359
13 H 1.8941 -4.5547 -0.1084
14 H -0.0124 -5.3026 1.7015
15 H -0.5166 -4.3487 0.2977
16 Cl 1.9101 -6.3557 -2.9626
17 C 0.1358 -6.0335 -3.1268
18 C -0.3672 -4.9016 -2.5574
19 C -1.7113 -4.7061 -2.7162
20 Cl -2.4475 -3.2353 -2.0092
21 C -2.5547 -5.5728 -3.4177
22 Cl -4.2579 -5.2576 -3.6252
23 C -1.9994 -6.7223 -3.9861
24 Cl -2.9993 -7.8350 -4.8727
25 C -0.6290 -6.9623 -3.8366
26 Cl 0.0704 -8.3979 -4.5339
27 O -3.8649 0.5081 1.6394
28 N -2.9576 1.2384 1.2555
29 O -2.5895 1.0048 0.0965
30 C -0.0447 2.7494 0.3527
31 P 0.0016 0.9920 -0.3164
32 C 1.8285 0.9471 -0.7901
33 C 2.4359 1.7690 -1.7439
34 C 3.8071 1.7139 -1.9790
35 C 4.6047 0.8201 -1.2656
36 C 4.0171 -0.0192 -0.3286
37 C 2.6430 0.0451 -0.1023
38 C -0.6467 1.2433 -2.0416
39 C -1.4740 2.3068 -2.4004
40 C -1.9419 2.4422 -3.7067
41 C -1.6083 1.5023 -4.6763
42 C -0.8115 0.4187 -4.3260
43 C -0.3395 0.2964 -3.0235
44 P 1.0407 3.0280 1.8428
45 C 0.2659 1.9095 3.0728
46 C -1.0770 1.9849 3.4365
47 C -1.6576 0.9895 4.2172
48 C -0.9039 -0.1046 4.6294
49 C 0.4466 -0.1779 4.3064
50 C 1.0286 0.8392 3.5560
51 C 0.4120 4.6637 2.4189
52 C 0.5308 5.0098 3.7708
53 C 0.1569 6.2674 4.2296
54 C -0.3401 7.2206 3.3421
55 C -0.4610 6.8940 1.9972
56 C -0.0898 5.6272 1.5417
57 H -1.0841 2.9430 0.6288
58 H 0.2601 3.4481 -0.4283
59 H 1.8250 2.4614 -2.3195
60 H 4.2558 2.3659 -2.7211
61 H 5.6721 0.7679 -1.4542
62 H 4.6236 -0.7372 0.2162
63 H 2.1802 -0.6276 0.6136
64 H -1.7790 3.0233 -1.6437
65 H -2.5844 3.2762 -3.9596
66 H -1.9802 1.6018 -5.6896
67 H -0.5696 -0.3437 -5.0593
68 H 0.2529 -0.5670 -2.7439
69 H -1.6933 2.7922 3.0584
70 H -2.7218 1.0288 4.4314
71 H -1.3735 -0.9326 5.1422
72 H 1.0181 -1.0564 4.5849
73 H 2.0764 0.7807 3.2910
74 H 0.9028 4.2700 4.4754
75 H 0.2471 6.5031 5.2854
76 H -0.6395 8.2007 3.6991
77 H -0.8571 7.6209 1.2953
78 H -0.2067 5.3873 0.4881

---

[7]
The following is a DFT calculation (ωB97M-V/def2-TZVPD) of an isolated molecule of C4H7IN2 in a non-equilibrium geometry.

The calculation puts the energy above the lowest of the compared OMol25 structures with the same formula, charge and spin at 84.0 kcal/mol. The HOMO-LUMO gap (alpha / beta) comes out at 7.858 / 8.048 eV. The energy is -15338.482 eV. As for the LUMO energy (alpha / beta): 0.44 / 0.65 eV. The largest force on an atom comes out at 2.4 eV/A.

Geometry (Å):
1 C -0.0058 0.1535 -0.9806
2 C 1.0742 -1.0560 -0.7632
3 C -0.8859 0.3361 0.1895
4 C -0.3305 1.2745 1.1912
5 N 0.7506 -1.7373 0.4320
6 N -0.1797 -1.7191 1.1149
7 I -2.9863 0.0955 0.0153
8 H 0.6468 1.0958 -1.1775
9 H -0.4721 -0.0734 -1.9759
10 H 0.9291 -1.9161 -1.4145
11 H 2.0956 -0.7310 -0.6706
12 H 0.7504 1.0393 1.2556
13 H -1.0165 0.9914 1.9974
14 H -0.3700 2.2467 0.7864

---

[8]
The following is a DFT calculation (ωB97M-V/def2-TZVPD) of a structure of composition C2H5OS in a non-equilibrium geometry.

The calculation puts the energy above the lowest of the compared OMol25 structures with the same formula, charge and spin at 10.4 kcal/mol. The total charge is -1. The HOMO-LUMO gap comes out at 7.713 eV. The energy is -15038.121 eV. As for the LUMO energy: 4.29 eV. The largest force on an atom comes out at 2.5 eV/A.

Geometry (Å):
1 S 2.3255 1.6149 -0.5500
2 H 2.6945 1.1825 -1.7713
3 C -1.3060 -0.9827 1.0046
4 C -0.8174 -0.1172 0.1326
5 O 0.2203 -0.3479 -0.6903
6 H -2.2134 -0.6624 1.5568
7 H -0.7870 -1.9369 1.0812
8 H -1.1555 0.8829 -0.0789
9 H 1.0392 0.3668 -0.6846